Entry 1:
The following is a DFT calculation (ωB97M-V/def2-TZVPD) of a molecular structure, C43H27F5GeI2N2O7RhS.

The value obtained for the LUMO energy (spin up / spin down) is 0.0468 / 0.0118 hartree. Its spin multiplicity is 5. As for the charge: -1. The frontier orbital gap (spin up / spin down) comes out at 6.57 / 5.60 eV.

Structure (XYZ):
```
89
Properties=species:S:1:pos:R:3:lowdin_charge:R:1
Rh 0.89768 -0.78600 2.33441 1.259
I 3.08293 -1.34483 7.14669 0.886
C 4.01547 -1.06572 5.30855 -0.653
C 5.41228 -1.01898 5.24368 -0.241
C 6.06362 -0.83983 4.05288 -0.679
I 8.15556 -0.78705 4.05610 0.862
C 5.32474 -0.69712 2.85284 -0.207
C 5.88191 -0.51394 1.56665 -0.042
C 5.07193 -0.38452 0.47538 -0.033
C 3.67895 -0.43543 0.65073 -0.110
N 3.14387 -0.60816 1.83112 0.030
C 3.91608 -0.74087 2.93339 -0.145
C 3.20916 -0.92699 4.18408 -0.476
O 1.93053 -0.95719 4.23122 -0.259
H 5.97800 -1.12971 6.15816 0.071
H 6.95771 -0.48074 1.45929 0.056
H 5.48114 -0.24760 -0.51510 0.105
H 2.99290 -0.33158 -0.18304 0.111
O 0.89423 0.75858 0.75059 -0.137
C 1.32723 1.70178 1.49083 -0.683
O 1.42740 1.54911 2.71897 -0.004
C 1.72825 2.97660 0.79603 -0.160
C 0.55139 3.63060 0.07386 -0.244
Ge -0.31810 2.56618 -1.34265 1.028
C -2.02255 1.87873 -0.67240 -0.251
C -2.27035 1.76747 0.69387 -0.092
C -3.52861 1.41518 1.16361 -0.084
C -4.55310 1.14465 0.27078 -0.100
C -4.31702 1.22946 -1.09291 -0.090
C -3.06448 1.60375 -1.55747 -0.100
C -0.77211 3.82936 -2.78236 -0.267
C -1.18380 5.12809 -2.48822 -0.110
C -1.55441 6.01029 -3.49205 -0.097
C -1.52168 5.60444 -4.81781 -0.104
C -1.11801 4.31590 -5.13048 -0.095
C -0.74648 3.43936 -4.12000 -0.112
C 0.77962 1.18044 -2.16578 -0.280
C 0.44923 -0.16301 -2.01079 -0.097
C 1.23818 -1.15330 -2.57282 -0.071
C 2.38485 -0.81713 -3.28068 -0.091
C 2.72968 0.51653 -3.43569 -0.099
C 1.92406 1.50756 -2.88803 -0.119
H 2.49913 2.70718 0.06611 0.114
H 2.16530 3.65332 1.52949 0.116
H 0.89129 4.55942 -0.39147 0.065
H -0.22098 3.90820 0.79567 0.076
H -1.48217 1.95105 1.41287 0.098
H -3.69351 1.33191 2.22943 0.110
H -5.53122 0.86081 0.63625 0.103
H -5.11148 1.01306 -1.79465 0.101
H -2.90131 1.69131 -2.62611 0.098
H -1.22348 5.46125 -1.45762 0.097
H -1.87109 7.01355 -3.23989 0.097
H -1.81065 6.28982 -5.60344 0.095
H -1.09065 3.99174 -6.16281 0.098
H -0.42551 2.43705 -4.37901 0.096
H -0.40821 -0.44439 -1.41327 0.087
H 0.96125 -2.18997 -2.44537 0.091
H 3.00673 -1.59432 -3.70553 0.099
H 3.62140 0.78737 -3.98701 0.096
H 2.19768 2.54780 -3.02950 0.103
O -0.76886 -1.55789 0.87618 -0.085
C -1.62030 -1.33701 1.77008 -0.636
O -1.31193 -0.82335 2.87700 -0.058
C -3.04964 -1.69617 1.49938 -0.130
C -3.97792 -1.68141 2.53456 0.003
C -5.30476 -1.97695 2.27975 0.010
C -5.67183 -2.27812 0.97803 -0.155
C -4.76522 -2.30990 -0.06679 0.012
C -3.43996 -2.02050 0.20617 0.005
N -7.08355 -2.57234 0.69337 -0.353
O -7.39133 -2.81258 -0.45824 0.066
O -7.86485 -2.56832 1.62588 0.064
H -3.64384 -1.42363 3.52944 0.125
H -6.05083 -1.97517 3.06052 0.117
H -5.10196 -2.55024 -1.06386 0.121
H -2.69818 -2.02676 -0.57996 0.124
F 0.41323 -5.44222 -2.85518 0.112
C 0.64016 -4.94250 -1.63222 -0.149
C -0.37685 -4.90152 -0.69229 -0.141
F -1.59002 -5.37145 -1.00956 0.111
C -0.13216 -4.37201 0.56117 -0.248
F -1.14481 -4.36026 1.43462 0.094
C 1.11210 -3.86026 0.92587 -0.499
S 1.39078 -3.18432 2.52044 0.785
C 2.10974 -3.91695 -0.04221 -0.234
F 3.33156 -3.42760 0.21550 0.084
C 1.88900 -4.44665 -1.30244 -0.166
F 2.87183 -4.46447 -2.21477 0.105
```


Entry 2:
The following is a DFT calculation (ωB97M-V/def2-TZVPD) of a molecular structure, C43H28BrCl2IN4OPPt.

The value obtained for the LUMO energy is 0.0763 hartree. The calculation puts the energy above the lowest of the compared OMol25 structures with the same formula, charge and spin at 0.0 kJ/mol. As for the charge: -1. The frontier orbital gap comes out at 5.19 eV.

Structure (XYZ):
```
82
Properties=species:S:1:pos:R:3:lowdin_charge:R:1
Pt -0.39311 -0.53333 0.24433 0.906
Br 1.67044 1.83199 -6.31871 0.719
C 0.99872 0.06322 -6.23380 -0.692
C -0.28821 -0.15469 -5.76614 -0.111
C -0.77371 -1.44847 -5.68219 -0.018
C 0.02927 -2.52076 -6.06414 -0.292
C 1.29525 -2.28013 -6.57953 -0.048
C 1.79566 -0.98912 -6.64803 -0.126
N -0.42738 -3.88473 -6.08807 0.057
N -1.03659 -4.40213 -5.13627 0.065
C -1.20763 -3.72684 -3.89256 -0.270
C -2.48217 -3.72281 -3.36824 -0.044
C -2.82773 -2.98082 -2.23916 -0.011
C -1.86764 -2.22640 -1.56121 -0.366
O -2.12075 -1.49775 -0.53118 -0.240
C -0.51099 -2.32234 -2.04753 -0.136
N 0.41932 -1.64089 -1.32392 -0.057
C 1.69156 -1.73601 -1.62344 -0.118
C 2.13203 -2.53675 -2.69090 -0.018
C 1.21954 -3.19748 -3.46138 -0.004
C -0.16176 -3.08499 -3.17351 -0.110
H -0.89992 0.67926 -5.45108 0.106
H -1.76895 -1.62182 -5.29624 0.121
H 1.89214 -3.11995 -6.91324 0.113
H 2.79265 -0.80252 -7.02211 0.098
H -3.24413 -4.28303 -3.89839 0.110
H -3.84529 -2.97227 -1.87177 0.107
H 2.37939 -1.17195 -1.00732 0.103
H 3.19220 -2.60921 -2.88966 0.110
H 1.54707 -3.82468 -4.27960 0.111
I -1.96454 2.92180 -0.01325 0.978
C -0.06637 3.27655 0.80246 -0.632
C 0.70317 4.13880 0.07082 -0.190
C 1.90830 4.64891 0.58121 -0.079
C 2.25809 4.35543 1.86190 -0.036
C 1.47611 3.47559 2.64348 -0.169
C 1.83676 3.26231 3.99892 -0.049
C 1.12065 2.42046 4.78370 -0.075
C 0.11102 1.63407 4.19240 -0.091
C -0.24872 1.76250 2.87596 -0.285
P -1.15600 0.32777 2.16524 0.887
C -2.93365 0.64781 2.41520 -0.428
C -3.39035 1.63225 3.28572 -0.108
C -4.75170 1.82219 3.47409 -0.089
C -5.66470 1.02663 2.79628 -0.097
C -5.21186 0.04047 1.93009 -0.079
C -3.85105 -0.15217 1.73743 -0.095
C -0.84583 -0.98342 3.41140 -0.348
C -1.81615 -1.44071 4.29573 -0.084
C -1.51334 -2.44821 5.20627 -0.095
C -0.23987 -2.99201 5.24153 -0.101
C 0.73409 -2.53066 4.36171 -0.076
C 0.43768 -1.53656 3.44486 -0.100
C 0.34132 2.81771 2.09066 -0.200
H 0.37305 4.43792 -0.91441 0.082
H 2.52357 5.29055 -0.03466 0.107
H 3.15128 4.77785 2.30632 0.114
H 2.69586 3.79618 4.38789 0.112
H 1.37728 2.26882 5.82408 0.102
H -0.32243 0.84392 4.79005 0.102
H -2.67862 2.26263 3.80430 0.101
H -5.09884 2.59798 4.14537 0.098
H -6.72767 1.17871 2.93869 0.095
H -5.92115 -0.57788 1.39377 0.101
H -3.49523 -0.90129 1.04004 0.082
H -2.81307 -1.01907 4.27976 0.098
H -2.27767 -2.80340 5.88668 0.095
H -0.00450 -3.77586 5.95150 0.094
H 1.73228 -2.95038 4.38682 0.102
H 1.18537 -1.15534 2.75181 0.048
Cl 0.86847 1.40423 -2.03916 0.620
C 2.25703 1.52458 -0.96081 -0.600
C 3.29518 2.30379 -1.42790 -0.184
C 4.43820 2.53260 -0.67469 -0.157
C 4.50381 1.93042 0.58416 -0.178
C 3.47581 1.15289 1.04558 -0.600
Cl 3.63892 0.46093 2.64815 0.643
C 2.22774 0.87276 0.34015 -0.541
N 1.31444 0.17408 0.94981 -0.218
H 3.19011 2.75104 -2.40989 0.089
H 5.24714 3.14320 -1.05100 0.076
H 5.37132 2.06804 1.21873 0.087
```